No. 1
{
  "formula": "C7H9ClN2O2",
  "method": "ωB97M-V/def2-TZVPD",
  "smiles": "C[C@]1(N)CC=CC(Cl)=C1[N+](=O)[O-]",
  "max_force_ha_per_bohr": 0.075,
  "total_energy_ha": -992.1545,
  "e_above_lowest_kcal_mol": 113.60,
  "homo_lumo_gap_ev": 8.27,
  "species": ["C", "C", "N", "C", "C", "C", "C", "Cl", "C", "N", "O", "O", "H", "H", "H", "H", "H", "H", "H", "H", "H"],
  "xyz": [[-0.3680, 1.2681, 1.0732], [-0.2071, 0.6775, -0.3225], [-1.4907, 0.8701, -1.0538], [0.1008, -0.8936, -0.3734], [1.4767, -1.3057, 0.0649], [2.5616, -0.5378, -0.1898], [2.3359, 0.7414, -0.7720], [3.6989, 1.5334, -1.2796], [1.1167, 1.3407, -0.9564], [0.8571, 2.5785, -1.5573], [1.6864, 3.0012, -2.3339], [-0.1553, 3.1853, -1.1933], [-1.3213, 1.0833, 1.5551], [-0.3361, 2.4214, 0.9821], [0.4940, 0.9793, 1.8221], [-1.4266, 0.1781, -1.8309], [-1.5874, 1.7450, -1.5138], [-0.1524, -1.0149, -1.4817], [-0.7284, -1.2993, 0.1391], [1.4999, -2.2041, 0.5471], [3.5635, -0.7573, 0.1550]],
  "forces_ev_per_angstrom": [[1.852, 1.826, 1.512], [1.160, -0.089, -0.130], [1.301, -2.560, -0.602], [-0.566, 2.916, -1.805], [-0.265, 2.497, -1.623], [-1.613, -1.200, 1.367], [-2.091, 1.711, -1.182], [2.186, 0.703, -0.388], [-1.698, -3.043, 1.600], [0.642, 1.286, 0.418], [-0.406, 0.599, -0.692], [0.620, 0.010, -0.655], [-0.162, -0.541, -0.160], [0.064, -1.862, 0.173], [-1.549, 0.387, -1.557], [-0.583, 0.738, 0.619], [0.104, 1.032, 0.089], [1.045, -0.787, 1.142], [-0.548, -1.079, 0.829], [0.591, -2.331, 1.214], [-0.083, -0.212, -0.169]],
  "lowdin_charge": [-0.052, -0.468, 0.077, -0.099, -0.020, -0.102, -0.629, 0.848, -0.113, -0.357, 0.034, 0.041, 0.068, 0.101, 0.119, 0.079, 0.047, 0.139, 0.102, 0.079, 0.106]
}

---

No. 2
{
  "formula": "C25H34N6OS",
  "method": "ωB97M-V/def2-TZVPD",
  "smiles": "Cc1nc2nc(SCC(=O)NCCCN3CCCCCC3)nn2c(C)c1Cc1ccccc1",
  "max_force_ha_per_bohr": 0.027,
  "total_energy_ha": -1775.0473,
  "e_above_lowest_kcal_mol": 12.66,
  "homo_lumo_gap_ev": 8.95,
  "species": ["C", "C", "N", "C", "N", "C", "S", "C", "C", "O", "N", "C", "C", "C", "N", "C", "C", "C", "C", "C", "C", "N", "N", "C", "C", "C", "C", "C", "C", "C", "C", "C", "C", "H", "H", "H", "H", "H", "H", "H", "H", "H", "H", "H", "H", "H", "H", "H", "H", "H", "H", "H", "H", "H", "H", "H", "H", "H", "H", "H", "H", "H", "H", "H", "H", "H", "H"],
  "xyz": [[-2.4202, -2.4445, 2.9811], [-1.2578, -2.4413, 2.0397], [-0.0910, -2.1944, 2.5967], [0.9772, -2.1853, 1.8262], [2.2466, -1.9690, 2.1297], [2.8726, -2.0897, 0.9528], [4.5768, -1.8863, 0.7402], [4.6371, -2.1626, -1.0615], [3.6627, -1.2910, -1.8556], [3.1390, -1.6993, -2.8695], [3.5256, -0.0454, -1.3761], [2.5833, 0.9112, -1.9098], [3.0365, 2.3374, -1.6178], [2.8654, 2.6827, -0.1317], [1.4825, 2.5122, 0.2816], [1.3114, 1.9762, 1.6219], [-0.0151, 1.2208, 1.7438], [-1.1898, 2.0657, 2.2371], [-1.2769, 3.4628, 1.6144], [-0.7983, 3.5360, 0.1647], [0.7138, 3.7172, 0.0370], [2.0934, -2.3611, -0.0870], [0.8794, -2.4221, 0.4526], [-0.2939, -2.6521, -0.1581], [-0.2799, -2.8486, -1.6333], [-1.4141, -2.6827, 0.6523], [-2.7570, -2.9400, 0.0245], [-3.2501, -1.7529, -0.7684], [-3.9021, -1.9351, -1.9811], [-4.3708, -0.8489, -2.6993], [-4.1915, 0.4349, -2.2139], [-3.5433, 0.6261, -1.0056], [-3.0763, -0.4608, -0.2888], [-3.1887, -1.7447, 2.6587], [-2.8606, -3.4390, 3.0394], [-2.0645, -2.1604, 3.9668], [4.4197, -3.2098, -1.2673], [5.6621, -1.9393, -1.3595], [3.9281, 0.1666, -0.4750], [2.5116, 0.7257, -2.9839], [1.5937, 0.7629, -1.4598], [2.4401, 3.0198, -2.2233], [4.0835, 2.4614, -1.8991], [3.2230, 3.7106, 0.0456], [3.4976, 2.0199, 0.4639], [2.1191, 1.2627, 1.8034], [1.3787, 2.7569, 2.3968], [-0.2402, 0.7993, 0.7613], [0.1155, 0.3876, 2.4372], [-2.1133, 1.5200, 2.0288], [-1.1212, 2.1734, 3.3218], [-2.3153, 3.7987, 1.6702], [-0.6865, 4.1663, 2.2056], [-1.1045, 2.6479, -0.3876], [-1.2654, 4.4020, -0.3110], [0.9324, 4.0349, -0.9859], [1.0311, 4.5346, 0.7139], [0.7118, -2.6260, -2.0219], [-1.0141, -2.2006, -2.1087], [-0.5301, -3.8804, -1.8800], [-2.6874, -3.8071, -0.6365], [-3.4902, -3.1745, 0.7979], [-4.0443, -2.9349, -2.3666], [-4.8747, -1.0065, -3.6414], [-4.5547, 1.2828, -2.7749], [-3.4020, 1.6247, -0.6188], [-2.5659, -0.3056, 0.6506]],
  "forces_ev_per_angstrom": [[-0.032, -0.014, 0.001], [0.190, 0.012, -0.034], [-0.255, 0.029, 0.618], [0.113, -0.135, -0.877], [0.315, 0.164, 0.575], [-0.810, -0.208, -0.323], [0.556, -0.001, -0.090], [-0.180, -0.152, 0.329], [0.423, -0.034, 0.083], [-0.105, -0.111, -0.346], [0.091, 0.563, 0.210], [-0.062, 0.062, -0.380], [-0.145, -0.198, 0.228], [0.054, 0.080, -0.282], [0.169, 0.153, 0.107], [-0.147, -0.350, -0.049], [0.019, 0.080, 0.329], [0.077, 0.027, -0.059], [-0.144, -0.142, -0.069], [0.116, 0.258, 0.183], [-0.155, -0.087, -0.263], [0.643, -0.209, -0.602], [-0.088, 0.214, 1.350], [-0.535, -0.104, -0.022], [0.150, 0.045, -0.041], [0.295, -0.104, -0.132], [0.098, 0.086, 0.009], [-0.156, -0.012, -0.067], [0.003, 0.000, 0.078], [-0.049, 0.022, -0.082], [-0.039, 0.070, -0.069], [-0.007, 0.070, 0.039], [-0.011, -0.050, -0.014], [-0.147, 0.024, -0.012], [-0.121, -0.047, 0.010], [-0.020, 0.007, 0.014], [-0.020, 0.133, -0.095], [-0.014, -0.007, 0.009], [0.002, -0.190, -0.076], [-0.043, 0.057, 0.106], [0.052, -0.025, -0.146], [0.008, 0.069, -0.037], [0.025, 0.049, -0.095], [0.037, -0.095, 0.077], [-0.002, 0.048, 0.066], [0.005, 0.087, -0.003], [0.075, 0.024, 0.049], [0.045, -0.084, -0.028], [-0.016, -0.022, -0.039], [-0.078, -0.022, 0.071], [-0.082, -0.057, 0.036], [0.036, 0.074, 0.063], [-0.029, 0.068, 0.016], [-0.052, -0.039, -0.140], [-0.007, -0.035, -0.045], [0.029, 0.068, 0.061], [0.005, -0.021, -0.057], [-0.011, -0.013, -0.091], [-0.039, 0.014, -0.011], [-0.030, -0.071, -0.019], [-0.094, -0.018, 0.041], [0.043, -0.102, -0.040], [0.007, -0.114, -0.034], [-0.035, -0.006, -0.083], [-0.026, 0.071, -0.051], [0.018, 0.101, 0.041], [0.090, 0.049, 0.105]],
  "lowdin_charge": [-0.020, -0.270, 0.184, -0.351, 0.143, -0.691, 0.977, -0.354, -0.604, 0.047, 0.044, -0.175, -0.157, -0.204, -0.183, -0.171, -0.183, -0.200, -0.204, -0.179, -0.199, 0.110, 0.021, -0.147, 0.034, -0.120, -0.090, -0.230, -0.049, -0.081, -0.087, -0.072, -0.032, 0.081, 0.088, 0.083, 0.085, 0.086, 0.080, 0.123, 0.117, 0.103, 0.115, 0.121, 0.107, 0.111, 0.130, 0.100, 0.093, 0.090, 0.110, 0.104, 0.103, 0.102, 0.110, 0.113, 0.126, 0.072, 0.090, 0.102, 0.121, 0.118, 0.113, 0.103, 0.102, 0.096, 0.092]
}